# 1
{"formula": "C9H9BN2", "method": "ωB97M-V with the def2-TZVPD basis set", "homo_lumo_gap_ev": 8.2, "de_lowest_kcal_mol": 30.2, "homo_energy_ev": -8.552, "lumo_energy_ha": -0.0127, "smiles": "C=C=N/C=C\\Bc1ccccn1", "symbols": ["N", "N", "C", "C", "C", "C", "C", "C", "C", "C", "C", "B", "H", "H", "H", "H", "H", "H", "H", "H", "H"], "xyz": [[-3.4342, -0.5683, -0.2632], [1.6870, 1.2541, 0.0741], [2.9879, 1.4793, 0.1350], [1.1609, -0.0117, -0.1007], [3.9012, 0.4164, 0.0056], [3.4022, -0.8391, -0.1960], [2.0333, -1.0633, -0.2287], [-1.1128, -1.2614, 0.2965], [-2.4701, -1.4698, 0.1756], [-3.8771, 0.5038, -0.0114], [-4.4324, 1.6692, -0.0844], [-0.3823, -0.0125, -0.3228], [1.7761, -2.0077, -0.4527], [3.4442, 2.4010, 0.1478], [4.8796, 0.7639, 0.0168], [-3.7772, 2.3962, -0.4226], [-0.8075, 0.7163, -1.1571], [-2.9634, -2.5310, 0.3306], [-5.3625, 1.8107, 0.4763], [-0.7086, -2.1791, 0.7184], [3.9460, -1.7726, -0.3599]], "forces_ev_per_angstrom": [[1.58, -2.41, -0.28], [-0.63, 0.58, -0.12], [-0.90, -4.09, -0.52], [0.92, 2.28, 0.03], [-1.60, 0.67, 0.05], [0.18, -1.15, 0.00], [1.07, 2.75, 0.49], [-2.50, 0.38, -0.83], [-0.61, -1.31, 0.32], [-0.17, 0.22, -0.53], [-1.61, -0.51, 1.70], [0.38, -2.14, 0.60], [-1.47, -3.17, -0.55], [0.07, 2.52, 0.40], [2.01, -0.35, -0.05], [0.66, 1.78, -0.60], [-0.43, 0.19, 0.37], [1.17, 2.25, 0.00], [0.42, 0.40, -0.48], [0.82, 0.41, -0.12], [0.65, 0.69, 0.11]]}


# 2
{"formula": "C9H9BNO2", "method": "ωB97M-V with the def2-TZVPD basis set", "homo_lumo_gap_ev": 7.3, "de_lowest_kcal_mol": 117.2, "homo_energy_ev": -12.567, "total_charge": 1, "lumo_energy_ha": -0.1952, "smiles": "OB(O)c1ccc2c[nH+]ccc2c1", "symbols": ["O", "O", "N", "C", "C", "C", "C", "C", "C", "C", "C", "C", "B", "H", "H", "H", "H", "H", "H", "H", "H", "H"], "xyz": [[1.0795, -2.1511, -3.4767], [-1.4818, -2.1089, -3.5820], [0.4887, 1.8189, 3.0963], [-0.3791, -1.0818, -1.4389], [-1.7340, -1.2465, -0.6340], [1.7434, 1.9935, 2.3477], [-0.6111, 0.3240, 1.2522], [-0.6380, 1.0561, 2.6355], [-1.8480, -0.5043, 0.7397], [0.8337, -0.2353, -0.9647], [0.7256, 0.4686, 0.4243], [1.9322, 1.3044, 0.9693], [-0.2147, -1.8196, -2.9081], [1.3539, -1.3226, -3.9554], [-2.8168, -0.5605, 1.3620], [-2.6134, -1.8745, -1.0037], [2.5992, 2.6373, 2.7648], [-1.5942, 0.9952, 3.2637], [-1.9153, -1.2133, -3.6167], [1.7790, -0.1323, -1.6170], [2.8775, 1.3670, 0.3298], [0.4337, 2.2857, 4.0117]], "forces_ev_per_angstrom": [[-2.38, 2.05, 0.72], [2.53, 2.04, 0.93], [-0.18, -1.65, -3.02], [1.00, 1.61, 2.04], [2.70, 3.09, 3.12], [-0.51, -2.29, -3.52], [0.66, 0.61, 0.63], [1.86, -0.28, -2.43], [2.40, -0.63, -2.88], [-3.78, -0.83, 1.92], [0.02, -0.21, -0.53], [-3.68, 0.22, 3.20], [-0.70, -0.74, -0.88], [-0.05, -1.32, 0.33], [1.86, 0.12, -1.08], [1.61, 1.02, 0.44], [-1.87, -1.14, -0.35], [1.86, 0.30, -0.76], [-0.01, -1.41, 0.12], [-1.76, -0.29, 1.29], [-1.50, 0.12, 1.35], [-0.09, -0.36, -0.64]]}


# 3
{"formula": "C9H9BO5V", "method": "ωB97M-V with the def2-TZVPD basis set", "homo_lumo_gap_ev": 2.0, "homo_energy_ev": -4.676, "total_charge": -1, "lumo_energy_ha": -0.0995, "symbols": ["V", "O", "O", "O", "O", "O", "C", "C", "C", "C", "C", "C", "C", "C", "C", "B", "H", "H", "H", "H", "H", "H", "H", "H", "H"], "xyz": [[-3.4847, 3.4168, 0.1489], [-2.0486, 3.9481, -0.6369], [1.3055, 1.4836, 2.0513], [2.1905, -1.4459, -2.3480], [1.7652, -2.8486, -0.7623], [-4.9272, 2.9086, 0.9303], [-1.0245, 0.9025, -0.2580], [-0.0938, 0.1363, 0.5622], [2.3912, 0.7764, -0.0478], [-1.4585, -1.9650, 0.5461], [-2.2708, 0.1499, -0.7100], [2.2620, -1.7595, -1.0330], [-2.4144, -1.2438, -0.2727], [1.2302, 0.8889, 0.9995], [-0.2590, -1.2497, 0.9754], [2.9926, -0.7560, 0.0375], [-2.9957, 0.6876, -1.3635], [-0.8118, 1.9692, -0.5229], [3.1492, 1.5921, 0.0544], [1.8775, 0.8766, -1.0515], [-3.3251, -1.7814, -0.6294], [2.7946, -1.1845, 1.1485], [0.5590, -1.7137, 1.5784], [-1.5619, -3.0271, 0.8559], [4.1583, -0.7613, -0.2524]], "forces_ev_per_angstrom": [[0.24, -0.69, 0.22], [-1.85, -0.42, 0.84], [-0.13, -0.38, -0.46], [-0.26, -1.25, 2.20], [0.11, 0.51, -0.72], [1.71, 0.88, -1.07], [-1.26, -3.30, 0.42], [-0.20, 0.20, -0.14], [-2.47, 0.55, -0.43], [1.01, 2.41, -0.33], [3.09, -0.07, 2.00], [0.37, 1.63, -1.68], [0.31, 0.69, -0.16], [0.41, -0.26, -1.19], [-1.48, 1.11, -1.26], [-0.12, -0.22, 0.56], [0.52, -0.83, 0.58], [-0.38, -1.13, 0.14], [-0.47, -0.81, 0.15], [0.64, 0.19, 0.84], [0.86, 0.46, 0.40], [0.31, -0.16, 0.31], [-1.01, 0.37, -0.61], [-0.25, 0.97, -0.48], [0.30, -0.44, -0.14]]}


# 4
{"formula": "C9H9BrN2", "method": "ωB97M-V with the def2-TZVPD basis set", "homo_lumo_gap_ev": [6.6, 7.4], "homo_energy_ev": [-6.599, -8.977], "lumo_energy_ha": [-0.0014, -0.0567], "spin_multiplicity": 3, "symbols": ["Br", "N", "N", "C", "C", "C", "C", "C", "C", "C", "C", "C", "H", "H", "H", "H", "H", "H", "H", "H", "H"], "xyz": [[-3.5751, -0.9112, 0.3327], [-2.2374, 1.1216, -0.9569], [-2.0753, -0.0192, -0.4268], [0.9337, 0.2097, -0.6573], [1.5372, -2.2628, 0.3529], [0.3688, -0.2369, 0.6048], [-0.7823, 2.0999, 0.6890], [-1.4536, 2.1013, -0.6543], [0.6851, -1.5031, 1.0553], [1.6610, -0.7073, -1.3889], [1.8910, -1.9946, -0.9380], [-0.6143, 0.7242, 1.1716], [0.1730, -1.8804, 1.9766], [0.5262, 1.1223, -1.0082], [-1.0148, 0.2790, 2.1643], [2.1890, -0.4471, -2.3908], [-1.4406, 2.9007, -1.2687], [1.8130, -3.2944, 0.7785], [-1.3807, 2.7773, 1.4409], [0.2256, 2.4825, 0.6094], [2.5703, -2.5615, -1.4862]], "forces_ev_per_angstrom": [[-0.16, 0.46, -0.49], [-0.82, 0.55, -0.67], [-0.55, -1.49, -0.33], [-0.49, -2.10, 1.53], [0.60, -4.66, 0.51], [-0.95, 3.64, -1.82], [-0.67, 0.93, 0.94], [-0.61, -2.38, 2.34], [-1.81, 0.75, 2.52], [1.02, 1.20, -2.62], [0.59, 2.10, 0.69], [2.03, -3.81, 3.67], [0.80, 0.36, -0.73], [0.58, 0.77, -0.71], [0.15, 1.42, -1.73], [-1.37, -0.17, 1.69], [-0.09, 2.61, -1.93], [-0.42, 1.63, -0.62], [1.08, -1.28, -1.43], [0.32, 0.80, -0.08], [0.76, -1.32, -0.73]]}